Below is C4H6N2O in the gas phase, with properties calculated with wB97M-V/def2-TZVPD.

SMILES   Cc1cnc(N)o1
Kohn-Sham gap   9.25 eV
Maximum force   2.8 eV/A
E_LUMO   0.880 eV
ΔE to the lowest compared entry with this formula, charge and spin   21.5 kcal per mole
DFT total energy   -9272.568 eV

```
! RIJCOSX wB97M-V def2-TZVPD def2/J DEFGRID3
* xyz 0 1
O 0.5908 -0.2498 0.4285
N 1.3783 -2.2849 -0.3754
N -0.5484 -1.0744 -1.3183
C -0.2964 2.0070 0.8654
C -1.0428 0.2398 -0.9335
C 0.3727 -1.2828 -0.4261
C -0.3043 0.6815 0.1012
H -0.6520 1.8476 1.8614
H -1.0154 2.6808 0.3723
H -1.9684 0.6247 -1.3342
H 0.7304 2.3784 0.8463
H 1.8278 -2.3268 0.5400
H 0.9276 -3.2410 -0.6279
*
```

=====

Below is a molecular structure, C25H31Cl5IrNOSi3, with properties calculated with wB97M-V/def2-TZVPD.

Kohn-Sham gap   7.01 eV
Maximum force   0.8 eV/A
E_LUMO   -1.106 eV
ΔE to the lowest compared entry with this formula, charge and spin   0.0 kcal per mole
DFT total energy   -119051.213 eV

```
! RIJCOSX wB97M-V def2-TZVPD def2/J DEFGRID3
* xyz 0 1
Ir -0.0482 0.3545 0.2469
Cl 2.9162 0.6098 0.8738
Cl 2.5278 0.0382 6.2196
Cl -1.8792 0.9965 3.2962
Cl 4.2631 0.1653 3.6291
Cl -0.5427 0.4906 6.0365
Si -1.3928 -1.2509 -1.7289
Si 0.2271 -2.7882 0.4917
Si -2.7327 -1.7357 1.0338
O -0.1478 -0.1117 -1.9098
N -5.8527 8.2520 -1.0995
C 0.7790 -2.9220 2.2815
C 0.4007 0.4554 4.5998
C -3.7116 -3.1082 0.1744
C -1.1938 -2.6938 -2.8961
C 1.9132 0.4549 2.3080
C -2.4384 5.1643 0.3186
C -3.9359 3.8343 -1.0223
C 0.5214 0.5203 2.1574
C -1.9578 2.7805 -0.0221
C 1.7811 0.2673 4.6904
C -1.0940 -1.4530 0.1076
C 0.0482 0.7606 -3.0206
C -2.9561 -0.3593 -2.2250
C -4.3771 6.1700 -0.6816
C -3.2274 6.2764 0.0994
C -1.2772 1.7926 0.1685
C 1.7614 -2.4558 -0.5488
C -5.1978 7.3261 -0.9131
C -0.2006 0.6182 3.3543
C -2.4622 -2.3563 2.7882
C -3.9008 -0.2655 0.9816
C -2.7782 3.9284 -0.2422
C -4.7305 4.9429 -1.2396
C -0.3802 -4.5083 0.0406
C 2.5527 0.3060 3.5344
H -5.6252 4.8670 -1.8425
H -0.5877 -4.6320 -1.0224
H -3.9189 -2.9030 -0.8793
H 1.7434 -3.4385 2.2847
H -2.2996 -3.4371 2.7814
H -4.2063 2.8801 -1.4547
H -3.8563 -0.9245 -1.9817
H 0.8819 1.4205 -2.7910
H -2.9587 -0.1998 -3.3072
H -3.3624 -2.1638 3.3771
H -0.8432 1.3629 -3.2007
H 2.1841 -1.4582 -0.4143
H 0.2875 0.1710 -3.9064
H -0.2327 -3.2007 -2.8365
H 0.0812 -3.5262 2.8615
H 0.9107 -1.9744 2.8013
H -3.2366 -4.0857 0.2335
H 0.4117 -5.2136 0.3095
H -4.6105 -0.3652 1.8080
H -1.9781 -3.4302 -2.7013
H -1.2671 -4.7965 0.6023
H -1.5470 5.2399 0.9259
H -1.6252 -1.8937 3.3072
H -3.4031 0.6967 1.0676
H -4.6807 -3.1895 0.6758
H -3.0145 0.6117 -1.7298
H -2.9602 7.2313 0.5311
H 1.5698 -2.5829 -1.6145
H 2.5354 -3.1724 -0.2610
H -1.3343 -2.3439 -3.9226
H -4.4797 -0.2678 0.0571
*
```

=====

Below is a gas-phase ion, C8H6O2P (charge -1), with properties calculated with wB97M-V/def2-TZVPD.

Kohn-Sham gap   6.80 eV
Maximum force   4.4 eV/A
E_LUMO   3.526 eV
ΔE to the lowest compared entry with this formula, charge and spin   95.1 kcal per mole
DFT total energy   -21776.126 eV

```
! RIJCOSX wB97M-V def2-TZVPD def2/J DEFGRID3
* xyz -1 1
P 1.2082 0.0210 2.1601
O 0.4335 -0.2247 3.3982
O 2.6274 -0.2606 2.1430
C -0.9081 0.0944 -1.4747
C -0.1809 2.7387 1.0504
C 0.7765 -1.5716 0.0603
C -0.3727 0.6471 -0.2976
C 0.4076 -0.2490 0.5178
C -0.8115 1.9469 0.1082
C 0.2882 -1.9931 -1.1093
C -0.5982 -1.1579 -1.7950
H 1.5691 -1.9921 0.7141
H 0.3880 -2.9099 -1.6458
H -1.7577 0.5874 -1.9486
H -1.6495 2.1795 -0.4531
H -0.5066 3.6943 1.3206
H -0.9133 -1.5504 -2.7485
*
```

=====

Below is 2 unconnected molecules or ions with the total composition C4H14N3, with properties calculated with wB97M-V/def2-TZVPD.

Kohn-Sham gap   10.75 eV
Maximum force   4.9 eV/A
E_LUMO   -3.555 eV
ΔE to the lowest compared entry with this formula, charge and spin   51.5 kcal per mole
DFT total energy   -8837.788 eV

```
! RIJCOSX wB97M-V def2-TZVPD def2/J DEFGRID3
* xyz 1 1
N 0.9158 0.2394 -2.8876
N -0.5010 1.2843 -1.2580
N 1.8237 0.6124 -0.8154
C -0.3253 -1.4940 1.1847
C -0.7103 1.8828 0.0635
C 0.6887 0.6962 -1.6666
C -1.2236 -1.7131 2.5195
H -0.1561 2.7209 0.2482
H -1.4740 -0.8263 2.9588
H -1.9847 -2.4607 2.4250
H -0.3590 1.1395 0.8158
H 0.7156 0.6700 -3.7626
H -0.1937 -0.4523 0.9216
H 0.6269 -1.8414 1.2806
H -0.6655 -2.0988 0.4392
H 2.0409 1.1910 0.0342
H 2.7648 0.1749 -1.1298
H -0.4727 -2.2237 3.1210
H 1.6305 -0.4073 -3.0342
H -1.8010 2.0739 0.2729
H -1.3402 0.8323 -1.7311
*
```